# C55H61F7O7S

A cluster of 7 separate species, C55H61F7O7S in total in a non-equilibrium geometry (ωB97M-V with the def2-TZVPD basis set, the OMol25 dataset).

Last columns: bonded neighbours and bond lengths (Å).
Geometry (Å):
1 C -3.020 0.808 3.359  C2 1.203, H29 1.054
2 C -3.215 0.462 2.224  C1 1.203, C3 1.455
3 C -3.474 0.302 0.801  C2 1.455, C4 1.560, C7 1.547, C27 1.543
4 C -2.411 -0.620 0.128  C3 1.560, C5 1.525, H30 1.093, H31 1.090
5 C -1.030 -0.551 0.772  C4 1.525, O6 1.421, H32 1.091, H33 1.096
6 O -0.943 -1.477 1.846  C5 1.421, H34 0.958
7 C -3.466 1.627 0.001  C3 1.547, C8 1.533, H35 1.097, H36 1.089
8 C -4.394 2.728 0.525  C7 1.533, C9 1.522, C19 1.559, O23 1.457
9 C -3.697 3.843 1.292  C8 1.522, C10 1.546, H37 1.088, H38 1.092
10 C -2.432 4.411 0.609  C9 1.546, C11 1.558, H39 1.088, H40 1.087
11 C -1.217 4.195 1.560  C10 1.558, C12 1.541, H41 1.092, H42 1.091
12 C 0.149 4.409 0.879  C11 1.541, C13 1.549, H43 1.087, H44 1.091
13 C 0.931 3.082 0.720  C12 1.549, C14 1.543, H45 1.088, H46 1.090
14 C 0.862 2.413 -0.669  C13 1.543, O15 1.434, H47 1.085, H48 1.091
15 O -0.097 3.040 -1.531  C14 1.434, C16 1.342
16 C -0.561 2.240 -2.504  O15 1.342, C17 1.515, O18 1.201
17 C -1.825 2.754 -3.162  C16 1.515, H49 1.089, H50 1.083, H51 1.088
18 O -0.018 1.232 -2.866  C16 1.201
19 C -5.045 3.392 -0.726  C8 1.559, O20 1.397, H52 1.098, H53 1.092
20 O -5.923 4.428 -0.396  C19 1.397, C21 1.422
21 C -7.294 4.170 -0.673  O20 1.422, C22 1.543, H54 1.094, H55 1.088
22 C -8.148 4.138 0.612  C21 1.543, H56 1.084, H57 1.088, H58 1.089
23 O -5.468 2.238 1.377  C8 1.457, S24 1.592
24 S -6.154 0.883 0.897  O23 1.592, O25 1.416, O26 1.428, C27 1.847
25 O -6.854 0.382 2.020  S24 1.416
26 O -7.013 1.023 -0.236  S24 1.428
27 C -4.841 -0.363 0.532  C3 1.543, S24 1.847, F28 1.324, H59 1.089
28 F -5.027 -1.453 1.261  C27 1.324
29 H -2.656 1.105 4.303  C1 1.054
30 H -2.335 -0.350 -0.928  C4 1.093
31 H -2.748 -1.656 0.164  C4 1.090
32 H -0.726 0.448 1.086  C5 1.091
33 H -0.309 -0.866 0.009  C5 1.096
34 H -0.377 -2.203 1.580  O6 0.958
35 H -3.816 1.378 -1.008  C7 1.097
36 H -2.425 1.930 -0.109  C7 1.089
37 H -4.382 4.672 1.463  C9 1.088
38 H -3.449 3.469 2.287  C9 1.092
39 H -2.509 5.488 0.478  C10 1.088
40 H -2.219 3.947 -0.350  C10 1.087
41 H -1.338 3.186 1.961  C11 1.092
42 H -1.387 4.874 2.396  C11 1.091
43 H 0.063 4.984 -0.040  C12 1.087
44 H 0.740 5.019 1.564  C12 1.091
45 H 1.962 3.263 1.017  C13 1.088
46 H 0.550 2.361 1.443  C13 1.090
47 H 0.695 1.347 -0.549  C14 1.085
48 H 1.846 2.507 -1.133  C14 1.091
49 H -1.539 3.571 -3.823  C17 1.089
50 H -2.286 1.919 -3.675  C17 1.083
51 H -2.493 3.158 -2.404  C17 1.088
52 H -4.205 3.850 -1.263  C19 1.098
53 H -5.457 2.636 -1.397  C19 1.092
54 H -7.656 5.029 -1.247  C21 1.094
55 H -7.476 3.297 -1.296  C21 1.088
56 H -8.969 3.434 0.532  C22 1.084
57 H -8.512 5.141 0.821  C22 1.088
58 H -7.471 3.888 1.429  C22 1.089
59 H -4.859 -0.574 -0.536  C27 1.089
60 F 0.894 -4.933 2.699  C61 1.355
61 C 0.062 -4.737 3.751  F60 1.355, C62 1.379, C66 1.380
62 C 0.335 -3.720 4.640  C61 1.379, C63 1.387, H67 1.083
63 C -0.521 -3.512 5.712  C62 1.387, C64 1.388, H68 1.082
64 C -1.629 -4.331 5.883  C63 1.388, C65 1.389, H69 1.082
65 C -1.885 -5.354 4.979  C64 1.389, C66 1.387, H70 1.076
66 C -1.037 -5.558 3.901  C61 1.380, C65 1.387, H71 1.083
67 H 1.206 -3.095 4.492  C62 1.083
68 H -0.324 -2.711 6.411  C63 1.082
69 H -2.295 -4.170 6.721  C64 1.082
70 H -2.742 -5.990 5.115  C65 1.076
71 H -1.225 -6.344 3.180  C66 1.083
72 F 3.205 6.041 -5.350  C73 1.348
73 C 3.306 4.731 -5.047  F72 1.348, C74 1.381, C78 1.380
74 C 4.407 4.022 -5.484  C73 1.381, C75 1.388, H79 1.083
75 C 4.515 2.675 -5.167  C74 1.388, C76 1.388, H80 1.075
76 C 3.517 2.057 -4.427  C75 1.388, C77 1.389, H81 1.081
77 C 2.413 2.782 -3.999  C76 1.389, C78 1.389, H82 1.084
78 C 2.307 4.132 -4.306  C73 1.380, C77 1.389, H83 1.083
79 H 5.171 4.523 -6.065  C74 1.083
80 H 5.373 2.115 -5.493  C75 1.075
81 H 3.601 1.007 -4.182  C76 1.081
82 H 1.634 2.297 -3.422  C77 1.084
83 H 1.460 4.719 -3.973  C78 1.083
84 F 5.233 5.171 -0.353  C85 1.348
85 C 6.407 4.990 -0.991  F84 1.348, C86 1.380, C90 1.381
86 C 6.449 5.098 -2.366  C85 1.380, C87 1.387, H91 1.083
87 C 7.658 4.915 -3.020  C86 1.387, C88 1.389, H92 1.082
88 C 8.804 4.618 -2.295  C87 1.389, C89 1.388, H93 1.082
89 C 8.742 4.508 -0.912  C88 1.388, C90 1.388, H94 1.082
90 C 7.536 4.700 -0.252  C85 1.381, C89 1.388, H95 1.082
91 H 5.544 5.322 -2.916  C86 1.083
92 H 7.706 5.004 -4.098  C87 1.082
93 H 9.746 4.472 -2.807  C88 1.082
94 H 9.633 4.273 -0.346  C89 1.082
95 H 7.469 4.627 0.826  C90 1.082
96 F 5.648 0.121 -6.061  C97 1.351
97 C 5.755 -1.193 -5.763  F96 1.351, C98 1.380, C102 1.380
98 C 6.861 -1.891 -6.203  C97 1.380, C99 1.387, H103 1.082
99 C 6.974 -3.238 -5.892  C98 1.387, C100 1.388, H104 1.082
100 C 5.979 -3.869 -5.158  C99 1.388, C101 1.388, H105 1.082
101 C 4.872 -3.151 -4.728  C100 1.388, C102 1.387, H106 1.082
102 C 4.758 -1.801 -5.027  C97 1.380, C101 1.387, H107 1.082
103 H 7.622 -1.383 -6.780  C98 1.082
104 H 7.839 -3.796 -6.224  C99 1.082
105 H 6.068 -4.921 -4.920  C100 1.082
106 H 4.094 -3.643 -4.159  C101 1.082
107 H 3.906 -1.224 -4.694  C102 1.082
108 F -4.343 -7.437 4.814  C109 1.351
109 C -5.434 -6.698 4.517  F108 1.351, C110 1.380, C114 1.383
110 C -6.683 -7.227 4.771  C109 1.380, C111 1.387, H115 1.082
111 C -7.809 -6.475 4.471  C110 1.387, C112 1.388, H116 1.082
112 C -7.672 -5.211 3.914  C111 1.388, C113 1.388, H117 1.082
113 C -6.409 -4.696 3.660  C112 1.388, C114 1.388, H118 1.082
114 C -5.277 -5.438 3.967  C109 1.383, C113 1.388, H119 1.081
115 H -6.769 -8.218 5.198  C110 1.082
116 H -8.793 -6.875 4.672  C111 1.082
117 H -8.552 -4.627 3.677  C112 1.082
118 H -6.303 -3.712 3.221  C113 1.082
119 H -4.288 -5.042 3.782  C114 1.081
120 F 7.231 -4.646 1.474  C121 1.347
121 C 6.225 -5.519 1.674  F120 1.347, C122 1.380, C126 1.381
122 C 6.462 -6.868 1.502  C121 1.380, C123 1.387, H127 1.082
123 C 5.425 -7.766 1.713  C122 1.387, C124 1.389, H128 1.082
124 C 4.168 -7.304 2.081  C123 1.389, C125 1.389, H129 1.082
125 C 3.947 -5.943 2.245  C124 1.389, C126 1.388, H130 1.081
126 C 4.984 -5.042 2.046  C121 1.381, C125 1.388, H131 1.082
127 H 7.446 -7.207 1.207  C122 1.082
128 H 5.598 -8.826 1.589  C123 1.082
129 H 3.361 -8.006 2.241  C124 1.082
130 H 2.968 -5.584 2.528  C125 1.081
131 H 4.835 -3.978 2.176  C126 1.082

- Orbital gap: 9.5 eV
- E_tot: -102210.573 eV
- Spin multiplicity: 1
- Structure (SMILES): C#C[C@]1(CCO)C[C@@](CCCCCCOC(C)=O)(COCC)OS(=O)(=O)[C@@H]1F.Fc1ccccc1.Fc1ccccc1.Fc1ccccc1.Fc1ccccc1.Fc1ccccc1.Fc1ccccc1
- LUMO: 0.24 eV